Below is C26H30N6O in the gas phase in a non-equilibrium geometry, with properties calculated with ωB97M-V/def2-TZVPD.

Element x y z (Å)
C1 -0.596 5.261 -0.830
C2 -0.168 3.856 -1.235
C3 1.296 3.511 -0.901
C4 1.598 3.645 0.591
C5 2.270 4.379 -1.700
N1 1.509 2.133 -1.329
N2 2.056 1.884 -2.523
N3 2.103 0.631 -2.687
N4 1.597 -0.002 -1.643
C6 1.210 0.924 -0.789
C7 0.650 0.584 0.558
C8 0.816 -0.912 0.734
C9 -0.167 -1.830 0.647
C10 0.111 -3.227 0.770
C11 -0.881 -4.208 0.666
C12 -0.574 -5.549 0.756
C13 -1.630 -6.605 0.641
C14 0.761 -5.921 0.956
C15 1.758 -4.979 1.062
C16 1.446 -3.621 0.971
N5 2.409 -2.657 1.090
C17 2.198 -1.304 1.011
O1 3.113 -0.518 1.194
N6 -0.660 1.127 0.839
C18 -0.951 1.314 2.247
C19 -1.933 2.468 2.407
C20 -3.245 2.077 1.746
C21 -3.014 1.466 0.389
C22 -4.087 1.380 -0.485
C23 -3.964 0.807 -1.737
C24 -2.737 0.294 -2.115
C25 -1.655 0.366 -1.260
C26 -1.760 0.964 0.000
H1 -0.485 5.413 0.240
H2 -1.644 5.403 -1.084
H3 -0.017 6.018 -1.352
H4 -0.818 3.133 -0.739
H5 -0.307 3.736 -2.312
H6 2.518 3.118 0.838
H7 0.786 3.251 1.193
H8 1.735 4.693 0.842
H9 2.188 5.415 -1.387
H10 3.291 4.045 -1.530
H11 2.063 4.307 -2.763
H12 1.343 1.036 1.283
H13 -1.190 -1.535 0.462
H14 -1.902 -3.894 0.505
H15 -2.612 -6.161 0.508
H16 -1.645 -7.227 1.536
H17 -1.424 -7.254 -0.210
H18 1.009 -6.970 1.026
H19 2.784 -5.280 1.214
H20 3.369 -2.946 1.240
H21 -0.018 1.533 2.773
H22 -1.377 0.402 2.690
H23 -2.081 2.692 3.464
H24 -1.525 3.357 1.922
H25 -3.898 2.947 1.651
H26 -3.768 1.348 2.376
H27 -5.042 1.775 -0.166
H28 -4.813 0.756 -2.401
H29 -2.614 -0.176 -3.079
H30 -0.727 -0.076 -1.576

Values from the calculation:
SMILES string ... CCC(C)(C)n1nnnc1[C@H](c1cc2cc(C)ccc2[nH]c1=O)N1CCCc2ccccc21
Energy ... -38437.889 eV
Largest force on an atom ... 1.427 eV/Å
Net charge ... 0
E_HOMO ... -0.2900 Ha